# CH4IPS2

A 2-piece molecular cluster, CH4IPS2 overall at a distorted geometry (wB97M-V/def2-TZVPD, OMol25).

ORCA input file:
```
! RIJCOSX wB97M-V def2-TZVPD def2/J DEFGRID3
* xyz 0 1
I -1.5899 1.4260 -0.7472
S 1.5744 -0.9593 1.1138
S 0.7432 -0.2158 -2.5098
P 0.0489 -0.5474 2.2879
C -0.4743 -0.3047 -1.3246
H -0.3779 0.5824 1.6632
H 0.4334 0.0365 3.5194
H -1.1455 -1.0985 -1.4250
H 0.7876 1.0808 -2.5777
*
```

lowest unoccupied orbital energy (spin up / spin down)	-0.4 / -2.0	eV
gap between HOMO and LUMO (spin up / spin down)	8.50 / 5.70	eV
strongest force on any atom	2.0	eV/Å
energy above the lowest of the compared OMol25 structures with the same formula, charge and spin	296.0	kJ/mol
E_tot	-1475.79674	Eh